# 1
Here is 8 unconnected molecules or ions with the total composition C14H47O17P3 from OMol25. Energies are from ωB97M-V/def2-TZVPD.

```
! RIJCOSX wB97M-V def2-TZVPD def2/J DEFGRID3
* xyz 0 1
C 6.233 6.946 -18.169
O 6.646 5.646 -17.756
H 6.327 7.631 -17.323
H 6.836 7.356 -18.980
H 5.191 6.853 -18.463
H 7.583 5.668 -17.546
C -0.231 8.701 -21.733
O -0.219 7.905 -22.893
H -1.210 8.730 -21.233
H 0.491 8.418 -20.957
H -0.012 9.725 -22.027
H -0.201 6.977 -22.649
C 0.657 8.175 -17.382
O 1.635 8.248 -18.411
H 0.869 8.894 -16.578
H -0.322 8.387 -17.805
H 0.652 7.201 -16.884
H 2.249 7.511 -18.293
C 1.702 11.567 -20.306
O 1.460 10.909 -19.086
H 0.970 11.310 -21.078
H 1.603 12.644 -20.164
H 2.712 11.378 -20.681
H 1.752 9.990 -19.132
C 2.984 4.696 -18.312
O 2.662 5.709 -17.321
H 3.970 4.867 -18.747
H 3.017 3.740 -17.791
H 2.231 4.725 -19.091
H 3.472 5.926 -16.849
C 7.819 10.519 -20.295
O 6.843 9.908 -19.449
P 6.076 10.756 -18.381
O 6.894 11.383 -17.351
O 5.201 11.770 -19.239
C 5.402 13.185 -19.135
O 5.083 9.672 -17.887
C 4.156 9.841 -16.825
H 7.806 11.604 -20.192
H 7.573 10.272 -21.326
H 8.796 10.118 -20.042
H 6.290 13.442 -18.565
H 4.507 13.632 -18.704
H 5.484 13.590 -20.146
H 4.665 9.748 -15.861
H 3.413 9.054 -16.897
H 3.709 10.834 -16.862
C -2.457 5.912 -16.877
O -3.854 5.838 -16.588
P -4.348 6.104 -15.121
O -3.858 7.325 -14.512
O -5.914 6.013 -15.263
C -6.522 4.892 -15.928
O -3.916 4.756 -14.395
C -4.145 4.671 -12.977
H -2.329 6.542 -17.760
H -2.108 4.916 -17.129
H -1.889 6.389 -16.079
H -7.530 5.202 -16.192
H -6.578 4.051 -15.239
H -5.986 4.627 -16.834
H -3.199 4.431 -12.498
H -4.850 3.859 -12.803
H -4.525 5.608 -12.574
C 3.168 2.575 -14.073
O 1.934 1.853 -13.999
P 1.220 1.412 -15.332
O 1.932 0.463 -16.166
O -0.148 0.936 -14.722
C -1.138 0.341 -15.556
O 0.902 2.755 -16.099
C 0.132 3.808 -15.531
H 3.321 2.996 -15.069
H 3.987 1.934 -13.766
H 3.090 3.434 -13.404
H -0.869 0.397 -16.609
H -2.080 0.845 -15.344
H -1.249 -0.708 -15.282
H 0.581 4.768 -15.793
H 0.251 3.830 -14.439
H -0.910 3.728 -15.809
*
```

energy above the lowest of the compared OMol25 structures with the same formula, charge and spin = 0.0 kJ/mol
LUMO level = 0.32 eV
SMILES = COP(=O)(OC)OC.COP(=O)(OC)OC.COP(=O)(OC)OC.CO.CO.CO.CO.CO
strongest force on any atom = 0.0280 hartree/bohr

# 2
Here is 10 unconnected molecules or ions with the total composition C14H48O17 from OMol25. Energies are from ωB97M-V/def2-TZVPD.

```
! RIJCOSX wB97M-V def2-TZVPD def2/J DEFGRID3
* xyz 0 1
O -0.373 -1.435 3.300
H -1.095 -1.906 2.814
H 0.393 -2.009 3.250
O -2.281 -2.512 1.300
H -2.307 -3.417 1.047
H -1.628 -2.122 0.677
O -0.392 -0.653 -0.582
H -1.089 0.005 -0.516
H 0.452 -0.305 -0.263
C -4.354 1.339 1.406
C -3.111 1.024 2.203
O -2.568 2.246 2.606
O -4.027 2.176 0.300
H -5.039 1.871 2.118
H -4.963 0.543 1.018
H -2.442 0.386 1.598
H -3.461 0.423 3.096
H -1.694 2.243 2.976
H -3.508 2.933 0.580
C 1.589 -3.110 -3.913
C 0.602 -3.471 -2.864
O 0.821 -2.715 -1.676
O 2.877 -3.438 -3.374
H 1.558 -2.028 -4.123
H 1.457 -3.672 -4.849
H 0.810 -4.494 -2.508
H -0.406 -3.278 -3.261
H 0.392 -1.846 -1.592
H 2.825 -3.152 -2.458
C -2.054 -0.296 -3.640
C -3.092 0.477 -2.899
O -2.780 0.549 -1.431
O -0.795 0.392 -3.509
H -2.333 -0.215 -4.698
H -2.006 -1.338 -3.300
H -4.106 0.069 -2.981
H -3.089 1.498 -3.233
H -3.442 1.105 -0.980
H -0.569 0.215 -2.550
C 0.902 -4.725 1.265
C 2.206 -3.914 1.487
O 1.965 -2.484 1.752
O -0.109 -4.034 0.523
H 0.414 -4.937 2.214
H 1.086 -5.707 0.757
H 2.907 -3.929 0.639
H 2.665 -4.298 2.425
H 1.346 -2.148 1.090
H 0.243 -3.581 -0.257
C 3.032 -0.025 -1.117
C 3.230 1.427 -0.899
O 4.357 1.592 -0.036
O 2.149 -0.455 -0.145
H 3.958 -0.582 -1.110
H 2.508 -0.259 -2.019
H 2.339 1.847 -0.405
H 3.384 1.923 -1.884
H 4.434 2.502 0.254
H 2.456 -0.187 0.743
C 1.017 3.044 3.231
C 1.043 1.525 3.306
O 0.253 0.922 2.352
O -0.306 3.398 3.685
H 1.065 3.439 2.198
H 1.846 3.520 3.827
H 0.740 1.229 4.324
H 2.110 1.309 3.230
H -0.107 0.063 2.662
H -0.430 4.299 3.393
C -0.414 3.381 -0.562
C 0.706 4.444 -0.633
O 1.697 4.077 -1.519
O 0.005 2.098 -0.299
H -0.989 3.389 -1.477
H -1.123 3.745 0.241
H 1.241 4.545 0.325
H 0.214 5.446 -0.869
H 1.331 4.139 -2.405
H -0.146 1.879 0.627
*
```

energy above the lowest of the compared OMol25 structures with the same formula, charge and spin = 176.4 kJ/mol
LUMO level = 0.45 eV
SMILES = OCCO.OCCO.OCCO.OCCO.OCCO.OCCO.OCCO.O.O.O
strongest force on any atom = 0.0546 hartree/bohr

# 3
Here is a molecular structure, C14H4I2NO6Sn from OMol25. Energies are from ωB97M-V/def2-TZVPD.

```
! RIJCOSX wB97M-V def2-TZVPD def2/J DEFGRID3
* xyz 1 1
Sn 0.328 -1.021 1.279
I -2.974 2.772 3.724
C -2.446 2.697 1.716
C -2.777 3.712 0.814
C -2.378 3.691 -0.533
I -2.858 5.353 -1.650
C -1.564 2.572 -1.028
C -1.026 2.603 -2.282
C -0.179 1.558 -2.657
C 0.071 0.489 -1.782
N -0.497 0.452 -0.557
C -1.283 1.500 -0.172
C -1.814 1.473 1.226
O -1.657 0.448 1.895
H -3.359 4.531 1.221
H -1.181 3.429 -2.944
H 0.325 1.626 -3.612
H 0.748 -0.323 -2.029
O 3.762 -5.675 1.598
C 3.207 -4.774 1.037
C 1.756 -4.814 0.545
O 1.074 -5.786 0.500
C 1.334 -3.411 0.402
C 2.443 -2.559 0.533
O 2.398 -1.293 0.455
C 3.647 -3.342 0.925
O 4.748 -2.902 1.134
O 0.152 -3.004 0.241
*
```

LUMO level (alpha / beta) = -6.24 / -6.34 eV
strongest force on any atom = 0.0468 hartree/bohr

# 4
Here is 9 unconnected molecules or ions with the total composition C14H50N3O9 from OMol25. Energies are from ωB97M-V/def2-TZVPD.

```
! RIJCOSX wB97M-V def2-TZVPD def2/J DEFGRID3
* xyz 1 1
O 0.924 -0.511 -1.161
H 1.366 0.276 -1.580
H 0.594 -0.219 -0.254
H 0.140 -0.847 -1.699
O 0.882 -1.499 2.950
H 0.394 -0.830 2.345
H 0.316 -2.262 3.164
H 1.137 -1.065 3.785
C -0.531 2.266 2.318
C -0.667 1.450 1.061
O -0.195 0.131 1.243
H -1.188 1.871 3.100
H -0.940 3.277 2.214
H 0.466 2.408 2.734
H -0.055 1.913 0.272
H -1.686 1.556 0.670
C -4.744 -2.430 0.068
C -3.825 -1.401 0.723
C -4.009 -1.274 2.210
O -3.885 -2.518 2.891
C -4.347 -2.570 4.220
N -2.451 -1.750 0.391
H -4.690 -2.340 -1.014
H -5.758 -2.401 0.470
H -4.418 -3.405 0.440
H -4.011 -0.457 0.201
H -5.071 -1.018 2.322
H -3.377 -0.488 2.632
H -5.332 -3.035 4.341
H -4.533 -1.579 4.643
H -3.607 -3.170 4.746
H -2.179 -2.545 0.967
H -1.826 -1.011 0.726
C -0.696 -2.784 -3.157
C -1.280 -1.389 -3.468
C -2.565 -1.620 -4.293
O -2.815 -0.458 -5.087
C -4.027 -0.537 -5.796
N -1.555 -0.740 -2.175
H -0.597 -3.262 -4.131
H -1.290 -3.341 -2.435
H 0.295 -2.694 -2.709
H -0.560 -0.846 -4.081
H -3.390 -1.803 -3.600
H -2.395 -2.418 -5.020
H -4.021 0.298 -6.502
H -4.893 -0.302 -5.171
H -4.114 -1.441 -6.402
H -2.187 -1.323 -1.627
H -2.090 0.075 -2.472
C 3.293 1.744 1.054
C 4.257 2.896 1.346
C 4.701 2.839 2.799
O 5.528 3.908 3.169
C 5.858 3.923 4.539
N 5.368 2.656 0.407
H 2.334 1.831 1.571
H 3.647 0.725 1.208
H 2.989 1.863 0.016
H 3.761 3.823 1.061
H 5.178 1.865 2.967
H 3.795 2.838 3.422
H 6.662 4.618 4.764
H 6.149 2.951 4.951
H 4.990 4.188 5.154
H 6.075 3.381 0.432
H 5.801 1.778 0.668
O 2.274 -0.871 -3.534
H 2.418 -1.816 -3.669
H 2.008 -0.540 -4.399
O 4.134 -0.479 -1.309
H 3.462 -0.557 -1.999
H 4.609 0.333 -1.519
O 1.896 1.734 -2.169
H 1.314 2.401 -2.553
H 2.787 2.030 -2.388
*
```

energy above the lowest of the compared OMol25 structures with the same formula, charge and spin = 0.0 kJ/mol
LUMO level = -3.12 eV
strongest force on any atom = 0.0601 hartree/bohr

# 5
Here is a molecular structure, C14H53B3O15Pd2PtS2Sr from OMol25. Energies are from ωB97M-V/def2-TZVPD.

```
! RIJCOSX wB97M-V def2-TZVPD def2/J DEFGRID3
* xyz 0 7
Pt 0.204 2.748 1.342
Sr 2.583 -0.039 -0.203
Pd -1.955 -1.434 3.100
Pd -2.892 2.077 -0.750
B -0.085 -0.774 4.356
H 0.856 -0.520 5.053
H -0.848 0.172 4.291
H 0.314 -1.086 3.264
H -0.747 -1.675 4.814
B 2.535 2.500 0.542
H 1.698 2.112 -0.158
H 3.503 2.655 -0.121
H 2.109 3.504 1.068
H 2.846 1.700 1.337
B -1.093 3.673 -0.587
H -1.455 3.676 -1.737
H -0.221 4.457 -0.283
H -2.030 3.879 0.176
H -0.679 2.549 -0.381
S -2.988 1.824 2.492
O -3.712 1.975 1.171
O -1.624 2.353 2.298
O -3.689 2.518 3.523
O -2.996 0.354 2.794
S -0.514 -0.348 0.323
O -1.034 -1.385 1.225
O -1.661 0.368 -0.298
O 0.373 0.639 0.996
O 0.306 -0.907 -0.762
C 3.219 -4.371 -1.241
C 3.056 -3.024 -1.910
O 3.742 -2.009 -1.279
H 2.764 -4.377 -0.248
H 4.275 -4.632 -1.130
H 2.745 -5.160 -1.837
H 1.950 -2.835 -1.931
H 3.320 -3.070 -2.986
C 1.339 2.288 -4.167
C 1.593 2.128 -2.689
O 2.552 1.072 -2.440
H 0.767 1.437 -4.546
H 2.225 2.418 -4.784
H 0.645 3.130 -4.274
H 0.684 1.747 -2.217
H 1.838 3.062 -2.185
H 3.386 1.378 -2.812
C -1.934 -2.843 -3.878
C -0.804 -1.850 -4.179
O -0.948 -0.663 -3.427
H -1.602 -3.849 -4.146
H -2.808 -2.636 -4.496
H -2.192 -2.814 -2.821
H -0.850 -1.579 -5.235
H 0.148 -2.354 -4.005
H -0.546 -0.773 -2.548
C -4.664 -4.149 1.069
C -3.697 -3.018 0.802
O -3.773 -2.011 1.822
H -5.677 -3.815 1.296
H -4.354 -4.716 1.955
H -4.665 -4.911 0.289
H -3.920 -2.519 -0.144
H -2.688 -3.420 0.774
H -4.530 -1.430 1.705
C -3.354 3.360 -4.045
C -2.660 2.049 -4.222
O -2.351 1.494 -2.893
H -4.042 3.311 -3.200
H -3.996 3.540 -4.914
H -2.674 4.206 -3.997
H -1.687 2.054 -4.708
H -3.273 1.282 -4.697
H -1.762 0.735 -3.102
C 3.014 2.678 4.400
C 1.497 2.776 4.474
O 0.891 2.048 3.393
H 3.504 3.201 5.216
H 3.340 3.125 3.456
H 3.275 1.626 4.262
H 1.196 3.826 4.421
H 1.072 2.397 5.404
H 0.582 1.204 3.752
C 3.915 -2.716 3.547
C 3.095 -2.653 2.281
O 2.534 -1.343 2.111
H 3.338 -2.420 4.422
H 4.728 -1.981 3.476
H 4.434 -3.669 3.649
H 2.266 -3.360 2.409
H 3.665 -2.905 1.390
H 1.752 -1.261 2.673
*
```

expectation value of S² = 12.0116
LUMO level (alpha / beta) = -0.26 / -3.12 eV
strongest force on any atom = 0.0522 hartree/bohr

# 6
Here is 15 unconnected molecules or ions with the total composition C14H58N20O17 from OMol25. Energies are from ωB97M-V/def2-TZVPD.

```
! RIJCOSX wB97M-V def2-TZVPD def2/J DEFGRID3
* xyz 0 1
C -8.137 1.953 2.063
C -6.636 2.305 2.124
O -5.914 1.099 2.222
O -8.567 2.084 0.759
H -8.671 2.599 2.759
H -8.338 0.898 2.249
H -6.419 2.987 2.947
H -6.195 2.717 1.217
H -4.964 1.238 2.223
H -9.397 1.612 0.658
C -0.797 -3.610 4.404
C -1.174 -2.765 5.667
O -2.378 -3.392 6.234
O -0.696 -4.986 4.700
H 0.186 -3.219 4.138
H -1.512 -3.433 3.601
H -1.387 -1.717 5.458
H -0.426 -2.808 6.459
H -2.787 -2.734 6.801
H 0.041 -5.345 4.201
C 0.039 -0.108 -0.831
O 0.725 -1.040 -0.444
N 0.552 0.957 -1.383
N -1.291 -0.092 -0.823
H -0.072 1.750 -1.417
H 1.547 0.997 -1.213
H -1.731 -0.978 -0.619
H -1.882 0.687 -1.076
C -6.084 -4.953 2.608
O -5.255 -5.413 3.378
N -7.176 -5.566 2.221
N -5.938 -3.802 2.130
H -7.681 -5.008 1.548
H -7.541 -6.472 2.477
H -5.165 -3.177 2.308
H -6.835 -3.496 1.783
C -0.664 6.316 -0.592
O -0.529 5.276 -0.028
N -0.100 7.412 -0.195
N -1.463 6.546 -1.557
H -0.131 8.255 -0.750
H 0.419 7.381 0.671
H -1.518 7.484 -1.926
H -1.981 5.753 -1.907
C 6.551 -2.496 1.789
O 6.263 -3.667 1.890
N 5.789 -1.703 1.026
N 7.574 -1.915 2.301
H 4.954 -2.118 0.638
H 5.918 -0.704 0.955
H 8.162 -2.524 2.851
H 7.748 -0.934 2.130
C 1.690 -7.305 0.742
O 0.715 -7.389 0.010
N 2.314 -6.174 0.960
N 2.324 -8.267 1.394
H 1.874 -5.346 0.584
H 3.068 -6.216 1.632
H 2.997 -8.170 2.141
H 2.221 -9.183 0.981
C 6.860 -0.005 -4.650
O 7.725 0.875 -4.456
N 5.671 0.037 -4.209
N 6.969 -1.050 -5.436
H 5.389 0.518 -3.367
H 4.977 -0.377 -4.816
H 7.780 -1.171 -6.026
H 6.236 -1.741 -5.498
C 0.120 3.488 -6.577
O 1.273 3.727 -6.513
N -0.482 2.688 -5.762
N -0.646 3.976 -7.488
H -0.044 2.056 -5.108
H -1.406 2.902 -5.414
H -1.582 3.596 -7.482
H -0.114 4.227 -8.309
C -5.393 1.686 -4.002
O -4.505 2.247 -3.379
N -5.697 1.716 -5.268
N -6.331 1.039 -3.329
H -5.333 2.467 -5.838
H -6.618 1.342 -5.447
H -7.195 0.676 -3.706
H -6.236 0.890 -2.335
C 3.341 1.444 4.742
O 2.613 1.102 5.630
N 3.004 1.696 3.503
N 4.636 1.576 5.086
H 2.035 1.467 3.335
H 3.747 1.525 2.839
H 5.323 1.537 4.346
H 4.935 1.515 6.048
C 5.820 4.050 -0.090
O 5.436 2.937 -0.337
N 6.719 4.617 -0.820
N 5.405 4.821 0.825
H 7.021 4.128 -1.651
H 7.098 5.474 -0.445
H 4.651 4.433 1.373
H 5.745 5.751 1.023
O 1.799 -2.320 -4.452
H 1.165 -2.120 -3.763
H 2.212 -3.136 -4.169
O -2.344 -5.020 -1.921
H -1.980 -5.625 -1.274
H -1.841 -5.190 -2.717
O -1.564 2.795 3.343
H -1.251 3.295 4.098
H -1.378 3.357 2.590
*
```

LUMO level = 0.00 eV
strongest force on any atom = 0.1433 hartree/bohr

# 7
Here is a molecular structure, C14H5Cl8InN2O6 from OMol25. Energies are from ωB97M-V/def2-TZVPD.

```
! RIJCOSX wB97M-V def2-TZVPD def2/J DEFGRID3
* xyz 0 1
In 0.208 0.517 -0.759
C -2.026 -0.238 2.408
C -0.542 -0.337 2.385
N 0.237 -0.253 1.320
C 1.546 -0.367 1.741
C 1.555 -0.560 3.090
N 0.234 -0.536 3.463
C 2.588 -0.738 4.151
O 3.837 -0.834 3.768
O 2.220 -0.807 5.300
C 2.650 -0.167 0.752
O 3.811 -0.380 1.086
O 2.277 0.243 -0.411
H -2.390 0.010 1.415
H -2.346 0.547 3.095
H -2.469 -1.180 2.736
H -0.050 -0.638 4.427
H 3.935 -0.733 2.769
Cl 1.378 0.730 -3.931
C 0.100 -0.423 -3.735
C -0.410 -0.660 -2.463
C -1.392 -1.637 -2.328
Cl -2.041 -1.975 -0.757
C -1.870 -2.349 -3.424
Cl -3.081 -3.549 -3.218
C -1.357 -2.076 -4.689
Cl -1.948 -2.933 -6.054
C -0.365 -1.114 -4.850
Cl 0.284 -0.787 -6.406
Cl -0.221 5.350 -0.053
C -0.152 3.617 -0.110
Cl 0.752 3.080 -1.574
Cl 0.725 2.963 1.302
C -1.586 2.932 -0.142
O -2.544 3.629 0.046
O -1.547 1.654 -0.351
*
```

energy above the lowest of the compared OMol25 structures with the same formula, charge and spin = 5.2 kJ/mol
LUMO level = -0.33 eV
strongest force on any atom = 0.0152 hartree/bohr